{
  "formula": "C46H93Br2F7N11O15",
  "method": "wB97M-V/def2-TZVPD",
  "symbols": ["C", "C", "O", "C", "C", "O", "C", "C", "O", "C", "N", "C", "C", "C", "F", "Br", "C", "F", "F", "Br", "C", "F", "C", "C", "C", "F", "F", "F", "C", "O", "O", "H", "H", "H", "H", "H", "H", "H", "H", "H", "H", "H", "H", "H", "H", "H", "H", "H", "H", "H", "H", "H", "H", "H", "C", "C", "O", "N", "C", "H", "H", "H", "H", "H", "H", "H", "C", "C", "O", "N", "C", "H", "H", "H", "H", "H", "H", "H", "C", "C", "O", "N", "C", "H", "H", "H", "H", "H", "H", "H", "C", "C", "O", "N", "C", "H", "H", "H", "H", "H", "H", "H", "C", "C", "O", "N", "C", "H", "H", "H", "H", "H", "H", "H", "C", "C", "O", "N", "C", "H", "H", "H", "H", "H", "H", "H", "C", "C", "O", "N", "C", "H", "H", "H", "H", "H", "H", "H", "C", "C", "O", "N", "C", "H", "H", "H", "H", "H", "H", "H", "C", "C", "O", "N", "C", "H", "H", "H", "H", "H", "H", "H", "C", "C", "O", "N", "C", "H", "H", "H", "H", "H", "H", "H"],
  "xyz": [[-7.484462, -2.199431, -1.239992], [-8.730338, -2.072766, -2.218536], [-9.408401, -0.835629, -2.001791], [-8.730009, 0.263967, -2.635687], [-9.600755, 0.716782, -3.842572], [-9.146196, 1.902080, -4.517764], [-7.757053, 1.877143, -4.818600], [-7.316882, 0.666526, -5.720442], [-5.888307, 0.762243, -5.837338], [-5.392514, -0.135546, -6.866253], [-4.688839, -1.293518, -6.396623], [-3.373840, -1.102955, -5.776128], [-2.817964, 0.319848, -5.497259], [-2.735422, 0.733892, -3.968929], [-2.545330, 2.131686, -3.987468], [-4.367565, 0.411154, -2.959596], [-1.415725, 0.162299, -3.284746], [-1.244211, -1.156100, -3.498720], [-0.394640, 0.916295, -3.818615], [-1.445497, 0.631994, -1.363642], [-5.468050, -2.322640, -5.785347], [-5.791892, -2.044759, -4.399470], [-4.766059, -3.745240, -5.762783], [-5.177919, -4.589641, -4.494674], [-4.214015, -4.433027, -3.291496], [-2.940300, -4.106733, -3.620903], [-4.708542, -3.617821, -2.319719], [-4.125821, -5.680659, -2.668946], [-6.877849, -2.607047, -6.475214], [-7.889539, -2.748292, -5.778171], [-6.851930, -2.687573, -7.739758], [-6.603243, -1.834223, -1.824551], [-7.344799, -3.256467, -0.921122], [-7.579372, -1.502256, -0.370506], [-8.424444, -2.243470, -3.281099], [-9.437732, -2.901970, -1.950460], [-8.531940, 1.056590, -1.877286], [-7.724669, -0.120652, -2.961776], [-10.628686, 0.919974, -3.446315], [-9.707984, -0.089890, -4.618963], [-7.093242, 2.001203, -3.919776], [-7.560670, 2.794181, -5.439050], [-7.540172, -0.298258, -5.210294], [-7.844356, 0.773745, -6.698944], [-6.229802, -0.315691, -7.572012], [-4.661380, 0.493377, -7.446356], [-3.367457, -1.656915, -4.799081], [-2.616368, -1.655754, -6.400002], [-3.278572, 1.185258, -6.011451], [-1.740281, 0.326236, -5.816603], [-3.669275, -3.711172, -5.927702], [-5.192486, -4.310166, -6.630416], [-6.252616, -4.456661, -4.229818], [-5.091855, -5.658566, -4.821862], [-3.360103, 6.458862, -0.747636], [-3.070355, 5.036707, -0.343883], [-3.757974, 4.440546, 0.474015], [-2.006323, 4.423808, -0.922485], [-1.080943, 4.962505, -1.905351], [-4.234978, 6.813589, -0.205310], [-2.513443, 7.101643, -0.499823], [-3.568413, 6.509683, -1.816103], [-1.870524, 3.474337, -0.607975], [-1.123517, 4.336150, -2.797611], [-0.071473, 4.921659, -1.488954], [-1.318644, 5.986692, -2.173871], [2.771475, 1.554260, 1.403941], [1.743376, 2.234204, 0.534130], [1.738715, 2.118670, -0.683004], [0.796185, 2.996168, 1.150555], [0.634269, 3.251348, 2.568623], [3.456007, 0.985793, 0.780084], [3.347096, 2.298250, 1.957545], [2.280022, 0.865850, 2.096284], [0.141611, 3.420813, 0.510093], [-0.353934, 2.904472, 2.874988], [0.701849, 4.328212, 2.739166], [1.391029, 2.745533, 3.160773], [6.297508, 0.332318, 3.198146], [6.590838, 0.707368, 1.769336], [5.759059, 0.587981, 0.878612], [7.829158, 1.191394, 1.487505], [8.934069, 1.398844, 2.398952], [5.275809, -0.036451, 3.271123], [6.974521, -0.455211, 3.526736], [6.396924, 1.206832, 3.844098], [7.960101, 1.424371, 0.510493], [9.211212, 2.455225, 2.376753], [9.784019, 0.802303, 2.058323], [8.679816, 1.114074, 3.417061], [-14.435493, 1.071736, -3.854141], [-13.479543, 1.202891, -2.695549], [-12.291742, 1.425825, -2.857582], [-13.982611, 1.063269, -1.437989], [-15.350983, 0.798114, -1.044606], [-13.889467, 1.206436, -4.785188], [-14.888446, 0.078665, -3.858562], [-15.210411, 1.838307, -3.792302], [-13.285950, 1.162684, -0.714778], [-15.695957, 1.614985, -0.406904], [-15.376391, -0.132511, -0.473876], [-16.010628, 0.710301, -1.902910], [8.868165, -1.421801, 7.421743], [9.164927, -1.046607, 5.994104], [8.330835, -1.165568, 5.101865], [10.402108, -0.565581, 5.711861], [11.508342, -0.356795, 6.625581], [7.851064, -1.786635, 7.490095], [9.542535, -2.212432, 7.750996], [8.966796, -0.549798, 8.069843], [10.533014, -0.336961, 4.737981], [11.786157, 0.699810, 6.598668], [12.352664, -0.957009, 6.286826], [11.254226, -0.637458, 7.642392], [0.097611, -2.911498, 3.549717], [-0.020604, -1.548445, 2.914670], [-0.495798, -0.592765, 3.512811], [0.422352, -1.406196, 1.639680], [1.011388, -2.410619, 0.776213], [-0.295052, -2.869325, 4.563461], [-0.482119, -3.642471, 2.983529], [1.144768, -3.216380, 3.595608], [0.312292, -0.470187, 1.278487], [2.010774, -2.079014, 0.487588], [0.395875, -2.503050, -0.120455], [1.080798, -3.377724, 1.265913], [5.894855, -3.062833, 9.046610], [6.902148, -2.937125, 10.162990], [8.083336, -2.687422, 9.960251], [6.454277, -3.113165, 11.435482], [5.106423, -3.412620, 11.878590], [6.389020, -2.900522, 8.093668], [5.460214, -4.063861, 9.043322], [5.110160, -2.313139, 9.160878], [7.177476, -3.015871, 12.131977], [4.773735, -2.616449, 12.547149], [5.121168, -4.355233, 12.429110], [4.413874, -3.494407, 11.046362], [8.173252, -0.699457, -2.252659], [9.271609, 0.332869, -2.244567], [9.106111, 1.450501, -1.779191], [10.475164, -0.014439, -2.777507], [10.860333, -1.279089, -3.371044], [7.279715, -0.276793, -1.796146], [7.935163, -0.988242, -3.277968], [8.475228, -1.575598, -1.675777], [11.160092, 0.725040, -2.737433], [11.706215, -1.684210, -2.811827], [11.169730, -1.101013, -4.402864], [10.046119, -1.997371, -3.359872], [11.661896, -5.039082, 8.965841], [11.883348, -4.534478, 7.562876], [12.091171, -3.353941, 7.322944], [11.845101, -5.440475, 6.550002], [11.614025, -6.869049, 6.633124], [11.720725, -4.204027, 9.660288], [10.672465, -5.491395, 9.051780], [12.432125, -5.765811, 9.230902], [12.000741, -5.032108, 5.640624], [12.479373, -7.387571, 6.215734], [10.732194, -7.115096, 6.038700], [11.459169, -7.196571, 7.656793], [-4.246868, 8.367514, -3.862022], [-3.185849, 7.544045, -4.548378], [-2.179989, 7.161080, -3.967232], [-3.377615, 7.229799, -5.855986], [-4.493614, 7.586023, -6.709722], [-3.956203, 8.537420, -2.827892], [-4.350536, 9.335268, -4.356037], [-5.200610, 7.836768, -3.871025], [-2.630023, 6.677987, -6.249341], [-4.958154, 6.669270, -7.077055], [-4.114533, 8.157319, -7.559545], [-5.236021, 8.177586, -6.182397]],
  "forces_ev_per_angstrom": [[-0.05, 0.70, -1.14], [0.31, -1.04, 1.14], [0.25, 0.07, -0.54], [0.60, -0.68, -0.45], [-0.64, -0.25, 0.15], [0.57, -0.32, 0.49], [0.70, 0.54, -1.06], [-0.07, 0.47, 1.55], [-0.44, -0.34, -0.92], [0.53, 1.66, -0.68], [-1.04, 0.16, 0.66], [0.88, -0.94, 0.37], [0.92, 0.15, 0.78], [-0.07, 0.54, -1.17], [-0.07, -1.08, 0.29], [0.65, -0.13, -0.35], [-0.74, 1.74, 0.19], [0.16, 1.15, 0.14], [-0.47, -1.59, 0.22], [0.35, -0.61, -0.46], [-0.85, -1.58, 0.15], [0.69, 0.38, -0.61], [-0.90, -0.04, -0.06], [0.86, -0.30, -1.09], [-1.57, -1.30, 0.39], [-0.91, 0.24, 0.43], [1.07, -0.22, -0.89], [0.24, 0.87, -0.30], [-0.61, 0.39, -2.19], [0.43, 0.00, 1.06], [0.82, 0.09, 1.02], [-0.37, -0.60, 0.66], [0.10, 0.81, -0.18], [-0.23, -0.79, -0.55], [-0.19, 0.37, 0.66], [0.29, 0.89, -0.27], [-0.43, -0.28, -0.61], [-0.73, 0.54, 0.10], [1.42, -0.09, -0.61], [0.34, 0.29, 0.91], [-0.63, -0.50, -0.56], [-0.25, -0.65, 0.57], [-0.21, 0.51, -0.66], [0.44, -0.34, 0.57], [0.65, -0.76, 0.59], [-0.47, -0.64, 0.48], [-0.05, 0.57, -0.77], [-0.53, 0.64, 0.42], [-0.10, -0.75, 0.33], [-0.91, 0.04, 0.15], [-0.64, 0.03, 0.38], [0.44, 0.68, 0.55], [0.99, 0.31, 0.05], [0.13, 0.81, 0.49], [-0.17, 0.11, 0.05], [-0.07, -0.45, 0.21], [0.00, 0.17, 0.02], [-0.06, 0.38, 0.20], [0.07, -0.46, 0.20], [0.05, -0.17, 0.05], [0.00, 0.04, -0.22], [0.22, 0.08, 0.01], [-0.12, -0.05, -0.19], [0.13, 0.17, -0.10], [0.09, 0.06, -0.21], [-0.10, -0.09, 0.02], [-0.09, -0.12, -0.15], [-0.09, 0.08, -0.27], [0.03, -0.02, 0.12], [0.29, -0.25, -0.04], [-0.39, 0.21, -0.33], [-0.04, 0.13, -0.01], [-0.02, -0.11, 0.12], [0.07, 0.12, 0.16], [0.01, 0.03, 0.09], [0.09, 0.01, 0.24], [0.02, -0.04, 0.22], [-0.02, -0.04, -0.11], [-0.14, -0.08, -0.10], [-0.18, 0.03, -0.20], [0.16, -0.11, 0.03], [-0.25, -0.11, 0.02], [-0.04, 0.12, -0.44], [0.03, 0.08, -0.15], [0.03, 0.18, 0.19], [0.13, -0.12, 0.11], [0.10, 0.02, 0.03], [0.16, -0.04, 0.17], [0.12, 0.05, 0.20], [-0.07, -0.07, -0.08], [-0.01, 0.00, -0.10], [0.39, 0.03, 0.09], [-0.79, 0.25, 0.16], [-0.11, 0.04, -0.30], [0.45, 0.05, 0.35], [0.09, 0.00, 0.14], [-0.13, 0.09, -0.01], [-0.10, -0.13, -0.01], [-0.03, -0.05, -0.04], [-0.24, -0.09, -0.02], [-0.26, 0.00, -0.02], [0.10, 0.02, -0.01], [0.08, 0.05, -0.25], [-0.04, 0.01, -0.19], [0.10, -0.05, 0.10], [-0.35, -0.08, 0.18], [0.15, 0.20, -0.54], [0.09, 0.10, -0.14], [0.02, 0.14, 0.15], [0.10, -0.14, 0.12], [0.04, -0.03, 0.06], [0.09, -0.02, 0.18], [0.07, 0.00, 0.29], [-0.03, -0.08, -0.11], [-0.03, -0.06, 0.10], [-0.11, 0.44, -0.09], [0.08, -0.11, 0.10], [-0.02, -0.23, 0.41], [-0.06, 0.49, -0.22], [-0.01, 0.13, -0.09], [0.15, -0.07, 0.00], [-0.06, -0.13, -0.09], [-0.02, -0.05, -0.11], [0.03, -0.20, -0.09], [0.12, -0.18, -0.05], [-0.05, 0.09, 0.05], [0.04, 0.00, -0.01], [0.43, 0.07, 0.14], [-0.26, -0.14, 0.05], [-0.08, 0.00, -0.35], [0.41, 0.07, 0.35], [0.00, -0.05, 0.10], [-0.14, 0.09, 0.01], [-0.09, -0.13, -0.02], [-0.06, 0.00, -0.02], [-0.23, -0.10, -0.02], [-0.25, 0.00, -0.01], [0.10, 0.02, 0.00], [-0.10, 0.05, 0.05], [-0.05, 0.21, 0.08], [0.04, -0.03, 0.14], [-0.31, -0.06, 0.10], [0.33, 0.43, 0.03], [0.12, 0.07, 0.01], [0.03, -0.15, 0.06], [-0.04, -0.07, -0.13], [-0.03, -0.05, -0.02], [-0.03, -0.22, -0.12], [-0.01, -0.25, -0.04], [-0.01, 0.10, 0.04], [0.00, 0.04, 0.08], [0.04, 0.23, -0.20], [-0.01, -0.03, 0.07], [0.01, 0.09, 0.37], [0.08, 0.25, -0.47], [-0.01, 0.02, -0.15], [0.08, -0.10, 0.06], [-0.13, -0.09, 0.02], [-0.04, -0.04, 0.04], [-0.09, -0.21, 0.10], [0.01, -0.22, 0.11], [0.02, 0.10, -0.03], [-0.01, 0.03, 0.07], [0.32, -0.21, -0.05], [-0.14, 0.18, 0.00], [-0.08, 0.23, 0.31], [0.39, -0.32, -0.18], [0.08, -0.06, -0.10], [-0.16, -0.05, -0.01], [-0.05, 0.14, -0.06], [-0.07, -0.01, 0.02], [-0.19, 0.14, -0.07], [-0.23, 0.06, -0.05], [0.08, -0.04, 0.04]],
  "orbital_gap_ev": 6.25,
  "e_tot_ev": -255425.46916,
  "charge": -1,
  "lumo_energy_ev": 1.31,
  "homo_energy_ev": -4.94,
  "largest_force_ev_per_a": 2.3
}